Entry 1:
C8H12N2O2 | wB97M-V/def2-TZVPD

E_LUMO = 0.27 eV
Total charge = 0
Frontier orbital gap = 9.24 eV
Energy = -571.8494 Eh
SMILES string = CN1[C@@H]2CC=C[C@@]1([N+](=O)[O-])CC2

Each line ends with the natural charge from an NBO analysis.
Atoms and positions in Å:
C 0.6919 1.6150 1.3076  -0.439
N 0.1692 0.2813 0.9022  -0.462
C -1.1971 0.2488 0.4761  -0.005
C -1.6777 -1.2472 0.6023  -0.446
C -0.6771 -2.1449 -0.1034  -0.190
C 0.6194 -1.7970 -0.2747  -0.199
C 0.9220 -0.3001 -0.1742  0.186
N 2.3245 -0.0098 -0.0462  0.515
O 2.9645 -0.6097 0.8041  -0.365
O 2.7950 0.8362 -0.7520  -0.356
C 0.1307 0.4209 -1.5441  -0.411
C -1.2011 0.9198 -0.9551  -0.443
H -0.2039 2.2388 1.4480  0.203
H 1.3265 1.5250 2.2356  0.225
H 1.1806 2.1664 0.5218  0.198
H -1.8822 0.8964 1.1135  0.213
H -2.5594 -1.2209 0.0566  0.206
H -1.9227 -1.5489 1.6362  0.232
H -0.8557 -3.2540 -0.2946  0.219
H 1.4082 -2.5901 -0.6825  0.243
H 0.0357 -0.3710 -2.3000  0.222
H 0.7616 1.2523 -1.8813  0.232
H -1.0956 1.9927 -0.6487  0.206
H -2.0572 0.6999 -1.4473  0.217

Cartesian forces (eV/Å) of the 6 atoms listed first:
-1.117 -0.262 0.770
1.499 0.986 1.554
-1.501 -0.046 0.803
1.491 1.254 -0.781
1.775 -1.927 0.833
0.055 -1.073 -1.058

=====

Entry 2:
C8H12N2O3 | wB97M-V/def2-TZVPD

E_LUMO = 0.68 eV
Total charge = 0
Frontier orbital gap = 8.59 eV
Energy = -647.1989 Eh
SMILES string = CN(C)[C@@]1(O)C=CC=CN1.O=C=O

Each line ends with the natural charge from an NBO analysis.
Atoms and positions in Å:
C 1.3886 -1.3556 0.0420  -0.398
N 0.5202 -0.4811 0.7788  -0.476
C -0.2304 -1.0329 1.9054  -0.415
C 0.0490 0.6589 0.0010  0.538
O 0.3815 1.9285 1.0208  -0.859
C 0.6824 0.8989 -1.2758  -0.285
C -0.0538 1.2693 -2.3326  -0.152
C -1.4486 1.2411 -2.2361  -0.339
C -2.0736 1.0342 -1.0661  0.059
N -1.3015 0.7482 -0.0106  -0.564
H 1.0466 -1.9270 -0.7968  0.179
H 2.2310 -0.6922 -0.3211  0.195
H 1.8625 -1.9890 0.7153  0.199
H -1.2025 -1.1754 1.5021  0.169
H 0.0723 -1.9473 2.3044  0.221
H -0.2513 -0.3025 2.7909  0.203
H 1.1152 1.7048 1.5878  0.465
H 1.7698 0.9693 -1.3436  0.228
H 0.2123 1.6860 -3.2299  0.218
H -2.0614 1.4969 -3.1037  0.212
H -3.0867 1.2537 -1.0321  0.216
H -1.6641 0.4838 0.9140  0.413
O 2.4782 3.5839 0.2717  -0.558
C 1.4105 3.7234 -0.1102  1.054
O 0.4834 4.1068 -0.6213  -0.524

Cartesian forces (eV/Å) of the 6 atoms listed first:
1.801 2.281 -0.429
1.009 -0.203 -0.417
-0.410 3.504 -0.177
1.726 0.138 3.219
-0.569 -0.706 -1.135
1.434 0.771 -1.012

=====

Entry 3:
C8H12N2O4S | wB97M-V/def2-TZVPD

E_LUMO = 0.56 eV
Total charge = 0
Frontier orbital gap = 9.97 eV
Energy = -1120.4747 Eh
SMILES string = C#CC(C)(C)OC(=O)[C@H]1COS(=N)(=N)O1

Each line ends with the natural charge from an NBO analysis.
Atoms and positions in Å:
C -2.1398 2.7834 0.5510  -0.164
C -2.1333 1.6489 0.1456  -0.046
C -2.1700 0.2261 -0.1819  0.163
C -3.2963 -0.4496 0.6187  -0.585
C -2.0759 -0.1844 -1.6237  -0.648
O -0.9732 -0.4249 0.4875  -0.529
C 0.1913 0.2606 0.3007  0.797
O 0.3882 1.2128 -0.3255  -0.552
C 1.2482 -0.5344 1.0647  -0.029
C 1.7122 -1.7575 0.1681  -0.072
O 2.5176 -1.0963 -0.7951  -0.705
S 3.4832 0.2793 -0.1150  2.130
N 4.9666 0.0391 0.0214  -1.014
N 3.2292 1.5366 -0.9502  -1.061
O 2.4337 0.2259 1.2213  -0.682
H -2.0049 3.6763 1.0147  0.225
H -3.2225 -1.6191 0.4306  0.212
H -3.2173 -0.3108 1.6477  0.227
H -4.2138 -0.0429 0.4732  0.221
H -3.0466 -0.0282 -2.2279  0.238
H -1.6541 -1.2209 -1.6195  0.234
H -1.4445 0.4891 -2.3088  0.250
H 0.9160 -1.0232 1.9084  0.220
H 2.2302 -2.5511 0.6930  0.179
H 0.8902 -2.2431 -0.3298  0.202
H 5.1531 -0.7102 0.6493  0.377
H 2.2324 1.8186 -0.9184  0.412

Cartesian forces (eV/Å) of the 6 atoms listed first:
-0.095 -2.948 -0.970
-0.459 1.025 0.160
0.443 -0.720 1.556
2.443 -3.508 -1.453
-0.375 0.954 -2.855
-0.071 1.669 -0.870

=====

Entry 4:
C8H12N2S | wB97M-V/def2-TZVPD

E_LUMO = 0.22 eV
Total charge = 0
Frontier orbital gap = 8.58 eV
Energy = -819.7159 Eh
SMILES string = CC(=S)[C@H](C)c1nccn1C

Each line ends with the natural charge from an NBO analysis.
Atoms and positions in Å:
C -1.3590 -1.7890 -1.6402  -0.728
C 0.0134 -1.6947 -1.0965  0.004
S 1.3262 -2.1312 -1.9581  0.005
C 0.1881 -1.0756 0.2516  -0.328
C -0.8094 -1.5127 1.3124  -0.606
C -0.0343 0.5273 -0.0370  0.391
N -1.1147 1.0459 -0.5505  -0.499
C -0.9325 2.3921 -0.4979  -0.086
C 0.2774 2.6735 0.0634  -0.106
N 0.8538 1.4672 0.3602  -0.350
C 2.1407 1.2634 0.9656  -0.403
H -1.3426 -2.1089 -2.6788  0.236
H -1.9607 -2.4888 -1.0603  0.231
H -1.8239 -0.8033 -1.5526  0.280
H 1.2170 -1.2034 0.5860  0.233
H -1.8149 -1.2059 1.0420  0.226
H -0.7791 -2.5953 1.4223  0.213
H -0.5573 -1.0618 2.2692  0.217
H -1.6902 3.0605 -0.8552  0.209
H 0.7738 3.5967 0.2822  0.214
H 2.5778 2.2295 1.2101  0.219
H 2.0421 0.6770 1.8827  0.208
H 2.8081 0.7375 0.2798  0.219

Cartesian forces (eV/Å) of the 6 atoms listed first:
-0.303 -0.010 -0.216
0.823 -0.335 -0.499
-0.178 -0.001 0.148
-0.476 2.936 -0.367
0.088 -0.110 -0.076
0.470 -2.799 0.865